This record from OMol25 describes 2 unconnected molecules or ions with the total composition C4H9NO in a non-equilibrium geometry. The level of theory is wB97M-V/def2-TZVPD.

Highest occupied orbital energy   -9.19 eV
Multiplicity   1
Largest force on an atom   0.1278 Eh/bohr
Relative energy (zero: lowest compared OMol25 entry of this formula, charge and spin)   5.6497 eV
E_tot   -287.62483 Ha
Molar mass   87.12 g mol⁻¹

XYZ file:
```
15
Properties=species:S:1:pos:R:3:lowdin_charge:R:1
O -0.461 1.337 -1.446 0.05
C -0.294 0.428 -0.687 -0.34
C 0.988 -0.678 -0.351 -0.37
C 0.880 0.597 0.426 -0.17
C 0.405 0.365 1.854 -0.05
N 0.580 -1.769 0.163 0.11
H -1.256 -0.085 -0.551 0.11
H 1.881 -0.737 -0.969 0.15
H -2.897 0.145 -2.654 0.05
H 1.404 1.475 0.134 0.13
H 0.929 1.027 2.545 0.08
H 0.614 -0.671 2.058 0.06
H -0.642 0.630 1.989 0.08
H -2.814 0.440 -1.976 0.03
H 0.681 -2.504 -0.536 0.07
```